1.
{"formula": "C30H25Cl3I2N5O2PtS", "method": "ωB97M-V/def2-TZVPD", "species": ["Pt", "C", "C", "N", "N", "C", "O", "C", "C", "C", "C", "C", "C", "C", "C", "C", "C", "C", "N", "H", "H", "H", "H", "H", "H", "H", "H", "H", "H", "H", "H", "I", "I", "Cl", "C", "C", "C", "C", "C", "C", "N", "C", "C", "N", "C", "O", "C", "C", "C", "Cl", "S", "C", "C", "C", "Cl", "C", "H", "H", "H", "H", "H", "H", "H", "H", "H", "H", "H", "H", "H"], "positions_angstrom": [[0.030, 0.014, -0.182], [2.486, -3.432, -0.253], [1.559, -2.304, -0.535], [1.333, -1.347, 0.294], [1.913, -1.232, 1.521], [1.487, -0.138, 2.122], [0.657, 0.720, 1.587], [1.974, 0.149, 3.481], [2.917, -0.680, 4.088], [3.354, -0.400, 5.370], [2.853, 0.701, 6.053], [1.920, 1.533, 5.448], [1.480, 1.258, 4.164], [0.785, -2.184, -1.788], [0.826, -3.144, -2.779], [0.060, -2.980, -3.926], [-0.728, -1.853, -4.049], [-0.722, -0.922, -3.024], [0.006, -1.072, -1.922], [2.923, -3.295, 0.731], [3.284, -3.475, -0.996], [1.946, -4.381, -0.272], [3.298, -1.533, 3.546], [4.089, -1.039, 5.840], [3.190, 0.912, 7.059], [1.539, 2.396, 5.976], [0.749, 1.894, 3.685], [1.446, -4.019, -2.645], [0.086, -3.723, -4.710], [-1.345, -1.688, -4.920], [-1.310, -0.021, -3.094], [-2.124, -1.529, 0.999], [-4.526, -2.583, 2.037], [-10.369, 5.119, -3.051], [-8.924, 4.356, -2.484], [-8.265, 3.442, -3.291], [-7.097, 2.860, -2.832], [-6.576, 3.166, -1.580], [-5.264, 2.557, -1.140], [-4.105, 3.414, -1.642], [-2.856, 2.962, -1.036], [-2.211, 3.532, 0.037], [-1.201, 2.691, 0.370], [-1.219, 1.617, -0.499], [-2.237, 1.812, -1.320], [-5.088, 1.245, -1.650], [-5.390, 0.230, -0.673], [-6.773, 0.362, -0.121], [-7.062, 0.774, 1.146], [-5.937, 1.185, 2.380], [-8.743, 0.821, 1.466], [-9.094, 0.309, -0.131], [-7.968, 0.103, -0.859], [-7.268, 4.078, -0.792], [-6.671, 4.507, 0.786], [-8.440, 4.674, -1.228], [-8.661, 3.199, -4.267], [-6.574, 2.138, -3.446], [-5.213, 2.539, -0.048], [-4.274, 4.453, -1.367], [-4.031, 3.333, -2.726], [-2.528, 4.466, 0.465], [-0.472, 2.773, 1.156], [-2.580, 1.149, -2.092], [-4.661, 0.274, 0.140], [-5.273, -0.719, -1.196], [-10.119, 0.185, -0.443], [-7.972, -0.223, -1.890], [-8.960, 5.383, -0.600]], "e_above_lowest_kj_mol": 0.0, "orbital_gap_ev": 6.47, "total_energy_ha": -4075.80804, "lumo_energy_ev": -4.37, "homo_ev": -10.84, "charge": 1}

=====

2.
{"formula": "C30H25I2N7O9Rh", "method": "ωB97M-V/def2-TZVPD", "species": ["Rh", "I", "C", "C", "C", "I", "C", "O", "C", "C", "N", "C", "C", "C", "C", "C", "C", "N", "C", "H", "H", "H", "H", "H", "H", "H", "H", "H", "H", "H", "O", "N", "O", "C", "C", "C", "C", "O", "C", "C", "N", "O", "O", "N", "O", "O", "H", "H", "C", "N", "N", "C", "O", "C", "C", "C", "C", "C", "C", "C", "C", "C", "H", "H", "H", "H", "H", "H", "H", "H", "H", "H", "H", "H"], "positions_angstrom": [[0.532, 0.425, -0.588], [6.062, 2.286, 4.077], [4.625, 1.210, 3.083], [4.969, 0.015, 2.437], [4.012, -0.687, 1.762], [4.504, -2.427, 0.776], [2.638, -0.220, 1.675], [1.797, -0.861, 1.006], [2.319, 1.013, 2.378], [0.940, 1.637, 2.423], [-0.071, 1.133, 1.486], [-1.233, 2.031, 1.441], [-2.193, 1.646, 0.340], [-3.523, 2.033, 0.358], [-4.326, 1.700, -0.721], [-3.782, 0.983, -1.777], [-2.449, 0.623, -1.714], [-1.681, 0.951, -0.675], [3.301, 1.683, 3.046], [5.991, -0.336, 2.469], [1.068, 2.702, 2.209], [0.560, 1.579, 3.450], [-0.368, 0.208, 1.784], [-0.860, 3.040, 1.237], [-1.752, 2.070, 2.404], [-3.916, 2.593, 1.198], [-5.364, 2.003, -0.744], [-4.372, 0.720, -2.644], [-1.965, 0.064, -2.504], [3.070, 2.614, 3.553], [1.066, 7.689, 0.134], [0.239, 7.276, -0.656], [-0.638, 7.944, -1.167], [0.328, 5.868, -1.056], [1.321, 5.085, -0.533], [1.388, 3.739, -0.879], [0.487, 3.124, -1.816], [0.478, 1.907, -2.159], [-0.514, 4.036, -2.303], [-0.621, 5.345, -1.936], [-1.560, 3.494, -3.179], [-1.222, 2.857, -4.149], [-2.715, 3.733, -2.853], [2.441, 2.980, -0.251], [2.484, 1.750, -0.405], [3.252, 3.551, 0.445], [2.039, 5.508, 0.151], [-1.426, 5.962, -2.307], [-1.035, -5.707, 1.126], [-1.286, -4.323, 0.753], [-0.516, -3.685, -0.199], [-0.766, -2.336, -0.157], [-0.241, -1.546, -0.990], [-1.690, -2.148, 0.911], [-1.961, -3.389, 1.443], [-2.823, -3.761, 2.595], [0.112, -4.383, -1.275], [-0.625, -5.248, -2.071], [0.011, -5.909, -3.111], [1.358, -5.684, -3.357], [2.078, -4.799, -2.565], [1.458, -4.149, -1.509], [-0.089, -6.017, 0.693], [-1.823, -6.360, 0.752], [-0.969, -5.792, 2.208], [-2.161, -1.223, 1.190], [-3.400, -2.899, 2.920], [-2.218, -4.104, 3.438], [-3.516, -4.561, 2.331], [-1.681, -5.398, -1.878], [-0.548, -6.591, -3.737], [1.848, -6.195, -4.176], [3.125, -4.618, -2.769], [1.996, -3.454, -0.876]], "e_above_lowest_kj_mol": 8.2, "orbital_gap_ev": [7.63, 5.96], "total_energy_ha": -2924.06396, "lumo_energy_ev": [-3.36, -5.34], "homo_ev": [-10.99, -11.29], "multiplicity": 5, "charge": 1}

=====

3.
{"formula": "C30H25N2O3PS2Zn", "method": "ωB97M-V/def2-TZVPD", "species": ["Zn", "C", "C", "C", "C", "C", "C", "P", "C", "C", "C", "C", "C", "C", "C", "C", "C", "C", "C", "C", "C", "C", "C", "C", "H", "H", "H", "H", "H", "H", "H", "H", "H", "H", "H", "H", "H", "H", "H", "H", "N", "C", "N", "C", "C", "C", "C", "C", "C", "S", "H", "H", "H", "H", "H", "H", "C", "S", "O", "O", "O", "H", "H", "H"], "positions_angstrom": [[-1.040, -0.082, -0.269], [5.800, -1.701, -1.848], [4.884, -2.636, -1.396], [3.610, -2.239, -1.037], [3.241, -0.900, -1.131], [4.161, 0.032, -1.598], [5.439, -0.368, -1.945], [1.505, -0.494, -0.687], [1.378, 1.175, -1.401], [1.976, 2.323, -0.900], [1.816, 3.522, -1.573], [1.073, 3.579, -2.740], [0.465, 2.438, -3.236], [0.619, 1.240, -2.565], [1.683, -0.280, 1.120], [2.875, 0.145, 1.657], [3.052, 0.232, 3.043], [2.069, -0.203, 3.885], [0.830, -0.644, 3.378], [-0.217, -1.022, 4.244], [-1.468, -1.279, 3.760], [-1.721, -1.147, 2.385], [-0.718, -0.842, 1.497], [0.594, -0.616, 1.978], [6.792, -2.008, -2.142], [5.162, -3.677, -1.338], [2.885, -2.960, -0.683], [3.882, 1.072, -1.691], [6.149, 0.363, -2.304], [2.526, 2.280, 0.026], [2.266, 4.422, -1.181], [0.972, 4.517, -3.266], [-0.133, 2.478, -4.135], [0.157, 0.333, -2.943], [3.692, 0.430, 1.008], [3.973, 0.642, 3.436], [2.203, -0.177, 4.958], [-0.013, -1.082, 5.303], [-2.273, -1.550, 4.428], [-2.732, -1.295, 2.028], [-3.654, 1.919, -1.188], [-3.920, 0.622, -1.080], [-3.038, -0.337, -1.165], [-3.626, -1.584, -1.166], [-2.975, -2.799, -1.341], [-3.717, -3.965, -1.338], [-5.092, -3.945, -1.137], [-5.759, -2.748, -0.963], [-5.023, -1.580, -1.003], [-5.587, 0.073, -0.888], [-2.679, 2.194, -1.005], [-4.386, 2.582, -0.993], [-1.905, -2.814, -1.480], [-3.215, -4.908, -1.489], [-5.646, -4.870, -1.123], [-6.825, -2.717, -0.802], [-1.919, 2.537, 2.196], [-0.687, 2.702, 0.872], [0.544, 2.187, 1.405], [-0.689, 4.076, 0.445], [-1.217, 1.829, -0.232], [-1.395, 2.711, 3.125], [-2.314, 1.532, 2.174], [-2.689, 3.280, 2.050]], "orbital_gap_ev": 8.09, "total_energy_ha": -4410.55735, "lumo_energy_ev": 0.29, "homo_ev": -7.80, "charge": 0}